A structure of composition C62H71InN9O18. Source: the Open Molecules 2025 dataset; level of theory: ωB97M-V with the def2-TZVPD basis set.

XYZ file:
```
161
Properties=species:S:1:pos:R:3:mulliken_charge:R:1
C 3.9153 -1.0515 -3.5327 -0.667
O 4.5799 -0.2424 -2.5882 -0.409
C 3.8327 0.9030 -2.1873 -0.547
C 4.3673 2.1677 -2.8499 -0.664
C 3.5712 3.4242 -2.4387 0.068
C 2.6583 3.9786 -3.5460 -0.838
C 1.2397 3.3667 -3.5734 -0.386
C 0.1249 4.4146 -3.4722 -1.234
C 0.0283 5.0561 -2.0655 0.418
C -1.2138 4.6395 -1.2496 -0.749
C -0.9255 3.5037 -0.2632 0.200
C -2.1120 3.1713 0.6696 -0.986
In -2.8145 1.0780 0.5003 0.623
C -3.9178 0.6652 -1.4011 -1.048
C -3.3442 -0.5602 -2.1477 -0.360
C -4.2902 -1.0303 -3.2149 0.346
N -4.5560 -0.1297 -4.3083 -0.636
O -4.8665 -2.0882 -3.1756 -0.584
H 4.6651 -1.6783 -4.0186 0.244
H 3.4055 -0.4482 -4.2951 0.296
H 3.1672 -1.6954 -3.0511 0.282
H 2.7727 0.7669 -2.4345 0.382
H 3.9274 0.9837 -1.0997 0.295
H 5.4225 2.2637 -2.5786 0.308
H 4.3208 2.0280 -3.9361 0.197
H 2.9647 3.2115 -1.5508 0.312
H 4.2742 4.2082 -2.1512 0.034
H 3.1454 3.8035 -4.5108 0.546
H 2.5751 5.0641 -3.4214 0.343
H 1.0977 2.8081 -4.5070 0.433
H 1.1240 2.6442 -2.7578 -0.014
H -0.8270 3.9356 -3.7202 0.467
H 0.3255 5.1970 -4.2129 0.374
H 0.0822 6.1465 -2.1466 0.431
H 0.9177 4.7550 -1.4979 -0.316
H -1.6281 5.4984 -0.7111 0.310
H -1.9918 4.3076 -1.9490 0.078
H -0.0410 3.7911 0.3227 -0.019
H -0.6243 2.6262 -0.8544 0.065
H -1.7893 3.2854 1.7120 0.438
H -2.9151 3.9056 0.5243 -0.014
H -3.9037 0.6892 1.8665 -0.406
H -1.3824 0.0072 0.5352 -0.425
H -4.9726 0.4687 -1.1719 0.459
H -3.8812 1.5407 -2.0612 0.231
H -3.1691 -1.3904 -1.4585 0.197
H -2.3816 -0.2995 -2.6051 0.292
H -3.7084 0.4062 -4.4805 0.310
H -5.2368 0.5572 -3.9917 0.326
C 3.8148 10.9559 0.3849 -0.627
C 4.8223 10.4574 -0.4316 -0.508
C 4.7952 9.1303 -0.8314 -0.449
C 3.7577 8.3272 -0.3962 -0.021
C 2.7505 8.7982 0.4263 -0.373
C 2.7850 10.1278 0.8150 -0.458
N 3.7129 6.9204 -0.8339 1.133
O 4.5811 6.5328 -1.5931 -0.614
O 2.8067 6.2319 -0.4154 -0.521
H 3.8348 11.9938 0.6919 0.419
H 5.6308 11.0899 -0.7685 0.575
H 5.5671 8.7268 -1.4704 0.515
H 1.9543 8.1407 0.7436 0.525
H 2.0028 10.5168 1.4529 0.387
C -8.1923 6.2672 3.3395 -0.413
C -7.2057 7.1122 2.8484 -0.426
C -6.3746 6.6896 1.8226 -0.354
C -6.5561 5.4212 1.3052 0.105
C -7.5267 4.5605 1.7810 -0.341
C -8.3499 4.9938 2.8088 -0.444
N -5.6795 4.9644 0.2065 1.024
O -4.8041 5.7221 -0.1616 -0.600
O -5.8908 3.8616 -0.2453 -0.575
H -8.8380 6.6008 4.1417 0.368
H -7.0798 8.1021 3.2661 0.357
H -5.5971 7.3276 1.4297 0.443
H -7.6260 3.5712 1.3597 0.468
H -9.1125 4.3325 3.1975 0.364
C 9.9489 9.6182 2.8023 -0.577
C 8.7028 10.1777 2.5550 -0.426
C 8.3534 10.5578 1.2701 -0.210
C 9.2765 10.3834 0.2569 0.137
C 10.5257 9.8321 0.4784 -0.439
C 10.8543 9.4394 1.7649 -0.359
N 8.9126 10.8006 -1.1054 0.979
O 7.7898 11.2420 -1.2650 -0.619
O 9.7399 10.6814 -1.9837 -0.605
H 10.2120 9.3036 3.8030 0.405
H 7.9952 10.3112 3.3623 0.420
H 7.3847 10.9877 1.0603 0.424
H 11.2172 9.7026 -0.3402 0.464
H 11.8167 8.9864 1.9580 0.374
C -4.0752 -5.7638 -3.2895 -0.856
C -3.7512 -7.1143 -3.2142 -0.193
C -3.3847 -7.6686 -1.9992 -0.538
C -3.3593 -6.8525 -0.8802 0.119
C -3.6781 -5.5065 -0.9350 -0.601
C -4.0360 -4.9578 -2.1584 -0.343
N -2.9840 -7.4440 0.4084 1.086
O -2.6498 -8.6226 0.4252 -0.604
O -3.0193 -6.7461 1.3999 -0.588
H -4.3628 -5.3297 -4.2385 0.484
H -3.7911 -7.7450 -4.0924 0.428
H -3.1275 -8.7146 -1.9177 0.546
H -3.6425 -4.8967 -0.0438 0.522
H -4.2846 -3.9062 -2.2420 0.644
C -0.0342 -9.7050 1.8238 -0.368
C 0.3722 -11.0286 1.9284 -0.537
C 0.7125 -11.5589 3.1632 -0.344
C 0.6362 -10.7414 4.2757 0.060
C 0.2375 -9.4185 4.1961 -0.396
C -0.1007 -8.9017 2.9555 -0.326
N 0.9854 -11.3015 5.5929 1.020
O 1.3536 -12.4593 5.6357 -0.616
O 0.8814 -10.5757 6.5616 -0.610
H -0.3128 -9.2980 0.8628 0.443
H 0.4187 -11.6533 1.0466 0.391
H 1.0290 -12.5861 3.2644 0.455
H 0.1918 -8.8092 5.0867 0.457
H -0.4261 -7.8733 2.8704 0.358
C -3.7911 -9.0512 4.3068 -0.270
C -4.4873 -8.8274 5.4872 -0.476
C -5.8733 -8.8424 5.4919 -0.388
C -6.5335 -9.0844 4.3014 0.045
C -5.8603 -9.3020 3.1124 -0.533
C -4.4747 -9.2844 3.1207 -0.368
N -8.0065 -9.1221 4.3019 1.019
O -8.5780 -8.9087 5.3531 -0.615
O -8.5665 -9.3660 3.2511 -0.611
H -2.7090 -9.0415 4.3058 0.336
H -3.9513 -8.6408 6.4080 0.392
H -6.4324 -8.6702 6.3991 0.462
H -6.4112 -9.4817 2.2013 0.472
H -3.9246 -9.4510 2.2056 0.518
C -4.8418 -13.2189 -3.5113 -0.462
C -4.0556 -13.4982 -4.6218 -0.363
C -3.7182 -12.4877 -5.5081 -0.450
C -4.1823 -11.2098 -5.2576 0.115
C -4.9689 -10.9074 -4.1604 -0.234
C -5.2981 -11.9275 -3.2820 -0.561
N -3.8114 -10.1235 -6.1838 1.028
O -3.1225 -10.4031 -7.1421 -0.613
O -4.2158 -9.0085 -5.9179 -0.628
H -5.0986 -14.0110 -2.8202 0.382
H -3.7010 -14.5047 -4.7978 0.369
H -3.1059 -12.6838 -6.3755 0.456
H -5.3133 -9.8968 -3.9962 0.526
H -5.9100 -11.7112 -2.4170 0.413
C 5.1558 5.1351 3.8800 -0.604
C 5.4392 5.3105 2.5323 -0.465
C 6.7036 5.7142 2.1317 -0.438
C 7.6622 5.9365 3.1037 0.176
C 7.4029 5.7706 4.4533 -0.497
C 6.1354 5.3654 4.8386 -0.401
N 9.0062 6.3734 2.6896 1.086
O 9.2088 6.5398 1.5050 -0.596
O 9.8374 6.5583 3.5625 -0.632
H 4.1673 4.8159 4.1827 0.423
H 4.6732 5.1313 1.7891 0.568
H 6.9379 5.8564 1.0866 0.549
H 8.1768 5.9543 5.1828 0.464
H 5.9127 5.2284 5.8881 0.378
```

Summary:
* E_LUMO: 0.446 eV
* frontier orbital gap: 5.169 eV
* total energy: -4441.628073 a.u.
* net charge: -1
* HOMO energy: -4.72 eV
* multiplicity: 1

A cluster of 18 separate species, C62H83N25O7 in total. Source: the Open Molecules 2025 dataset; level of theory: ωB97M-V with the def2-TZVPD basis set.

XYZ file:
```
177
Properties=species:S:1:pos:R:3:mulliken_charge:R:1
C 15.6779 14.3846 22.1408 0.414
O 15.1430 13.3496 22.5669 -0.741
N 15.0956 15.6444 22.3689 -0.279
N 16.8733 14.4737 21.5414 0.066
H 14.0923 15.4748 22.5601 0.203
H 15.3592 16.4450 21.7529 0.217
H 17.4651 13.7035 21.2561 0.071
H 17.3600 15.3068 21.1588 0.073
C 23.0881 12.3849 16.2900 0.368
O 23.4535 11.2350 16.3992 -0.684
N 21.8578 12.6517 15.7447 0.242
N 23.7166 13.4177 16.9381 -0.239
H 21.5129 13.5894 15.7762 0.306
H 21.5362 12.0262 15.0930 -0.004
H 24.6814 13.3915 17.1442 0.223
H 23.3692 14.3906 16.8329 0.187
C 18.6702 19.7230 13.4427 0.176
O 19.3233 20.6156 12.9666 -0.687
N 18.5861 18.5531 12.7319 -0.227
N 18.1968 19.8147 14.7554 -0.129
H 18.1353 17.7085 13.0585 0.267
H 18.6615 18.6684 11.7295 0.203
H 17.5416 19.1394 15.0961 0.190
H 17.9383 20.7940 14.9995 0.222
C 15.5985 12.6524 18.6484 -0.776
O 15.7873 13.3739 17.6567 -0.266
N 14.7578 13.1900 19.6039 1.293
N 15.9422 11.3587 18.7241 0.146
H 14.4999 14.1515 19.5156 -0.311
H 14.6810 12.8444 20.5456 -0.521
H 16.6602 11.0463 18.0192 -0.307
H 15.7356 10.7840 19.4864 0.232
C 13.5936 10.1896 21.4922 0.393
O 13.0173 9.2238 21.1117 -0.635
N 12.9132 11.3684 21.7231 -0.074
N 14.9974 10.2284 21.6004 -0.293
H 11.9252 11.3054 21.7092 0.165
H 13.3635 12.2584 22.0149 0.163
H 15.3753 9.3681 21.9556 0.217
H 15.3545 11.1356 21.8942 0.226
C 12.1718 15.0762 17.3511 0.141
O 12.7927 15.0403 18.4008 -0.207
N 12.3422 14.1808 16.3230 -0.146
N 11.1100 15.9854 17.2464 -0.367
H 12.9092 13.3776 16.5392 -0.015
H 11.7463 14.0143 15.5545 0.218
H 11.1746 16.6483 18.0130 0.023
H 10.6140 16.2680 16.4066 0.300
C 16.6738 16.0426 15.2915 -0.188
O 16.8600 17.0647 14.6161 -0.638
N 17.3498 14.8812 15.0330 0.531
N 15.6902 16.0211 16.2700 1.232
H 18.2213 14.8036 14.5814 0.165
H 17.1957 14.0687 15.5934 -0.382
H 15.0305 16.7208 16.3269 0.046
H 15.5218 15.1329 16.7199 -0.400
N 14.0346 21.2491 23.1305 -0.506
C 14.3328 20.1441 23.8522 -0.046
C 13.5431 19.5238 24.7817 -0.280
C 12.2538 19.9929 24.9163 -0.249
C 11.9206 21.1270 24.3213 -0.273
C 12.8120 21.6778 23.4554 -0.281
H 15.3776 19.7001 23.6829 0.243
H 13.8409 18.5938 25.2522 0.351
H 11.4927 19.4481 25.4866 0.297
H 10.9669 21.5945 24.5213 0.390
H 12.5137 22.5876 22.9755 0.372
N 11.8748 16.8868 23.8265 -0.307
C 12.0319 15.5386 24.0431 -0.421
C 11.8055 14.5970 23.0725 -0.568
C 11.5466 15.0132 21.8143 -0.050
C 11.4698 16.3693 21.5031 -0.295
C 11.6630 17.2398 22.5647 0.041
H 12.2610 15.4036 25.0899 0.389
H 11.9225 13.5374 23.2517 0.427
H 11.5222 14.2815 21.0061 0.402
H 11.4816 16.6986 20.4317 0.035
H 11.6406 18.3519 22.3601 0.318
N 11.6938 8.5446 16.2152 -0.635
C 12.2484 9.0923 17.2917 -0.366
C 13.3727 9.8602 17.3196 -0.539
C 14.0090 10.0633 16.1010 0.973
C 13.4640 9.5217 14.9456 -0.251
C 12.3295 8.7290 15.0648 -0.477
H 11.7699 8.7542 18.1814 0.540
H 13.8475 10.2674 18.2169 0.444
H 15.0217 10.5559 15.9217 -0.161
H 13.9002 9.7346 13.9685 0.074
H 11.9209 8.2806 14.1738 0.394
N 21.0832 15.4551 16.2901 -0.116
C 21.2552 16.4504 15.4179 -0.852
C 20.7633 17.7140 15.5984 -0.625
C 20.0077 17.9615 16.7482 0.010
C 19.9339 16.9887 17.7071 -0.519
C 20.4179 15.7140 17.4099 -0.743
H 21.8584 16.2111 14.5229 0.426
H 20.8776 18.5426 14.8803 0.412
H 19.6389 18.9612 16.9994 0.395
H 19.3962 17.2354 18.5567 0.549
H 20.2661 14.9070 18.1070 0.653
N 18.9163 12.3265 14.6740 0.216
C 18.4888 11.7260 13.5434 -0.391
C 17.8214 10.5548 13.5209 -1.035
C 17.5990 9.9516 14.7565 -0.756
C 17.8587 10.6327 15.8823 -0.424
C 18.6134 11.7780 15.8067 -0.186
H 18.8604 12.2176 12.6301 0.448
H 17.4972 10.1000 12.5980 0.682
H 17.2502 8.9527 14.7875 0.581
H 17.8300 10.1774 16.8798 0.774
H 18.8845 12.3523 16.6936 0.394
N 14.8083 11.9473 11.2306 -0.726
C 14.5261 13.2054 10.9757 -0.354
C 14.3272 14.1936 11.9653 -0.780
C 14.5424 13.8123 13.2856 -0.356
C 14.8745 12.4563 13.5646 0.668
C 14.9762 11.5670 12.4909 -0.408
H 14.4243 13.5831 9.9211 0.277
H 14.0281 15.1788 11.6878 0.501
H 14.4440 14.4185 14.1605 0.609
H 15.0631 12.0995 14.6058 -0.032
H 15.3372 10.5493 12.6092 0.602
N 11.1404 18.1634 14.8053 -0.317
C 10.7798 19.4740 14.6639 -0.640
C 11.6359 20.4415 14.1488 -0.173
C 12.9423 20.0308 13.7956 -0.660
C 13.3619 18.7778 14.0576 -0.291
C 12.4125 17.8629 14.5253 -0.114
H 9.7666 19.7459 14.9154 0.345
H 11.3717 21.4840 14.1307 0.497
H 13.6044 20.7723 13.3850 0.417
H 14.3699 18.4757 13.9270 0.681
H 12.6676 16.7515 14.5769 0.226
N 16.8994 17.7676 20.2820 0.732
C 17.6536 18.3464 21.1557 -0.452
C 18.2878 19.5055 20.8990 -1.139
C 18.2898 20.0282 19.5970 -0.456
C 17.4237 19.4490 18.7167 -0.566
C 16.7390 18.3215 19.1120 -0.592
H 17.6647 17.8653 22.1506 0.474
H 18.9042 19.9794 21.6604 0.450
H 18.8698 20.8394 19.3087 0.635
H 17.1908 19.7050 17.6816 0.366
H 16.0502 17.8581 18.4115 0.551
N 20.1157 13.3961 11.1928 -0.221
C 20.0956 13.9608 10.0397 -0.395
C 21.2463 14.0073 9.2289 -0.482
C 22.4248 13.4367 9.7079 -0.118
C 22.4510 12.8125 10.9530 -0.788
C 21.2368 12.9319 11.6462 0.544
H 19.1997 14.4278 9.6979 0.429
H 21.2320 14.5055 8.2805 0.397
H 23.3392 13.4694 9.0392 0.292
H 23.3674 12.4138 11.4138 0.377
H 21.1705 12.4679 12.6819 -0.140
N 12.2505 18.7679 18.6335 0.137
C 11.7639 19.7617 17.9659 -0.336
C 12.1942 21.1067 18.0859 -0.894
C 13.2695 21.3283 18.9405 -0.761
C 13.6361 20.2901 19.7370 -0.755
C 13.0922 19.0571 19.6118 -0.989
H 11.0938 19.4717 17.1906 0.572
H 11.9772 21.8733 17.4174 0.487
H 13.7551 22.3092 18.9854 0.436
H 14.3659 20.4150 20.5235 0.768
H 13.5137 18.2157 20.1253 1.267
N 19.4967 13.2379 20.3356 -0.130
C 20.6778 13.5430 20.8643 -0.296
C 21.9077 13.0651 20.2957 -0.847
C 21.7974 12.0842 19.3801 -0.333
C 20.5480 11.6984 18.8805 -0.283
C 19.4399 12.3656 19.3052 -0.540
H 20.5308 14.1831 21.7890 0.390
H 22.8443 13.4334 20.7531 0.413
H 22.6504 11.6354 18.8591 0.449
H 20.5595 10.9992 18.0694 0.404
H 18.4365 12.2063 18.8799 0.690
```

Summary:
* E_LUMO: 0.293 eV
* frontier orbital gap: 9.747 eV
* total energy: -4308.112258 a.u.
* net charge: 0
* HOMO energy: -9.45 eV
* multiplicity: 1